[1]
57
Properties=species:S:1:pos:R:3:mulliken_charge:R:1 method="wB97M-V/def2-TZVPD" max_force_ev_per_a=6.5 e_lumo_ev="2.26 / 2.19" total_energy_ha=-1236.38087 multiplicity=2 e_homo_ha="0.013 / -0.110" s2=0.750 total_charge=-1
O 29.788 0.746 6.212 0.5271
H 30.108 0.120 6.866 0.1121
H 29.391 0.251 5.493 0.3646
H 30.567 1.192 5.872 0.5078
C 30.740 -3.161 9.834 -1.7052
C 29.889 -2.166 9.070 0.9187
C 28.685 -1.868 9.994 -1.0056
C 28.882 -0.844 11.087 -0.7891
C 29.550 0.421 10.593 -0.7127
C 30.721 0.263 9.642 1.5991
N 30.479 -0.846 8.658 1.1230
O 31.513 -0.889 7.591 -0.8693
C 32.018 -0.085 10.540 -2.0107
C 30.980 1.715 9.085 -1.0865
C 29.259 -2.936 7.797 -1.5580
H 31.182 -2.774 10.752 0.2462
H 31.500 -3.521 9.140 0.3967
H 30.027 -3.944 10.092 0.4532
H 28.355 -2.754 10.536 0.2632
H 27.853 -1.725 9.304 0.3053
H 29.398 -1.227 11.968 0.4543
H 27.902 -0.841 11.564 0.4221
H 29.630 1.106 11.436 0.3169
H 28.928 0.870 9.819 -0.1625
H 31.611 -0.675 11.360 0.4267
H 32.387 0.790 11.075 0.5038
H 32.901 -0.462 10.023 0.3361
H 32.037 1.727 8.819 -0.0789
H 30.747 2.565 9.726 0.2929
H 30.465 1.826 8.131 0.2328
H 29.792 -3.204 6.885 0.3601
H 28.370 -2.466 7.377 0.1949
H 28.769 -3.872 8.065 0.4223
C 27.861 -1.303 3.866 -3.9863
O 28.756 -1.063 4.656 0.9177
N 26.619 -1.590 4.276 0.3724
N 27.981 -1.315 2.587 -0.6815
H 26.028 -1.932 3.533 0.4704
H 26.563 -1.655 5.283 0.2217
H 27.311 -1.490 1.852 0.6863
H 28.919 -1.274 2.216 0.7139
C 26.114 0.684 7.676 0.1722
O 25.913 -0.132 8.482 -0.5638
N 25.260 0.888 6.707 -0.4916
N 27.193 1.476 7.589 -0.2414
H 24.441 0.297 6.737 0.3490
H 25.484 1.508 5.942 0.3475
H 27.303 2.064 6.775 0.1931
H 27.774 1.291 8.394 -0.0764
C 33.273 2.798 5.972 0.2488
O 32.294 2.076 5.965 -0.5227
N 33.546 3.637 5.080 -0.4510
N 34.102 2.872 7.045 -0.3673
H 34.157 4.425 5.240 0.2215
H 32.856 3.539 4.349 0.3093
H 34.926 3.442 6.920 0.1434
H 33.909 2.351 7.889 0.2135


[2]
69
Properties=species:S:1:pos:R:3:mulliken_charge:R:1 method="wB97M-V/def2-TZVPD" max_force_ev_per_a=4.3 e_lumo_ev=2.00 total_energy_ha=-3706.85212 e_homo_ha=-0.223 total_charge=-1
C 4.694 0.571 0.871 -0.7139
C 3.908 1.867 0.736 0.6200
O 4.489 2.865 0.654 -0.5089
O 2.550 1.834 0.712 -0.2845
C 2.093 1.369 -0.560 -0.6254
S 0.283 1.136 -0.633 1.2625
O 0.079 -0.285 -0.879 -0.6951
O -0.138 1.903 -1.771 -0.7598
N -0.390 1.678 0.719 -0.4252
S -1.868 1.072 0.936 1.0619
O -2.879 1.744 0.175 -0.7206
O -2.146 1.178 2.344 -0.6790
H 4.100 -0.323 0.677 0.2920
H 5.124 0.548 1.876 0.3483
H 5.547 0.611 0.171 0.1857
H 2.595 0.420 -0.776 0.3485
H 2.335 2.107 -1.331 0.2255
H -1.942 -0.234 0.560 0.0471
C -7.381 1.727 4.934 -0.7079
O -6.316 1.994 5.847 -0.3348
P -5.747 3.473 5.890 1.0804
O -6.726 4.519 6.173 -0.7111
O -5.002 3.665 4.506 -0.2797
C -4.095 2.641 4.045 -0.6915
O -4.586 3.320 6.961 -0.3139
C -3.783 4.475 7.202 -0.6900
H -8.248 1.381 5.495 0.2550
H -7.656 2.610 4.357 0.3515
H -7.060 0.942 4.250 0.2585
H -4.598 2.027 3.303 0.2980
H -3.747 2.009 4.862 0.3570
H -3.239 3.120 3.581 0.2946
H -3.111 4.644 6.359 0.2770
H -3.190 4.291 8.095 0.2260
H -4.406 5.355 7.361 0.3243
C 6.605 -2.000 -4.274 -0.6935
O 6.653 -0.577 -4.413 -0.4028
P 5.729 0.281 -3.453 0.8622
O 5.908 0.052 -2.026 -0.5591
O 4.245 -0.020 -3.948 -0.0172
C 3.943 0.046 -5.342 -0.7811
O 6.026 1.750 -3.953 -0.3381
C 5.272 2.803 -3.335 -0.6093
H 7.598 -2.362 -4.016 0.2682
H 5.897 -2.311 -3.505 0.3201
H 6.304 -2.430 -5.229 0.2628
H 3.920 -0.964 -5.751 0.2655
H 4.673 0.642 -5.890 0.3391
H 2.960 0.498 -5.456 0.2869
H 4.244 2.786 -3.699 0.2682
H 5.730 3.749 -3.611 0.2501
H 5.282 2.705 -2.249 0.2578
C -1.376 -3.926 -4.111 -0.6873
O -1.196 -4.851 -3.034 -0.3344
P -2.352 -4.943 -1.955 0.9185
O -3.678 -5.258 -2.473 -0.7033
O -2.287 -3.564 -1.176 -0.1536
C -1.012 -3.079 -0.718 -0.6202
O -1.743 -6.008 -0.947 -0.3053
C -2.507 -6.285 0.227 -0.6836
H -1.364 -4.474 -5.052 0.2641
H -2.315 -3.379 -4.026 0.3476
H -0.550 -3.216 -4.098 0.2434
H -0.649 -2.320 -1.404 0.3128
H -0.278 -3.882 -0.641 0.3950
H -1.148 -2.629 0.263 0.2354
H -2.438 -5.446 0.922 0.2666
H -2.090 -7.171 0.698 0.2298
H -3.552 -6.471 -0.024 0.3225